Computed, not measured: a molecular structure, C37H30FO25P at a distorted geometry, with ωB97M-V/def2-TZVPD.

The value obtained for the total energy is -102035.7888 eV. Its strongest force on any atom is 11.9 eV/Å.

Last column: Mulliken charge in e.
Geometry (Å):
1 C -4.74464 0.90873 -7.14559  -0.3711
2 C -4.89381 1.87231 -6.10162  -0.1979
3 C -5.41807 2.51482 -4.64900  0.0475
4 C -4.98636 1.61105 -3.34952  -0.4200
5 C -5.68838 0.13292 -3.26410  -0.5861
6 O -5.34057 -0.79243 -4.35179  -0.3248
7 P -3.82891 -1.61013 -4.08119  1.0177
8 O -2.63153 -0.68373 -3.62797  -0.5990
9 O -3.34382 -2.27980 -5.65376  -0.5655
10 O -3.90160 -2.94801 -2.96829  -0.3652
11 C -2.51498 -3.49766 -2.80621  -0.3542
12 C -1.83749 -2.88129 -1.40762  0.8010
13 O -2.63357 -2.87822 -0.33430  -0.5075
14 F -0.44023 -2.37584 -1.45605  -0.2654
15 H -4.74723 0.05254 -7.97702  0.3277
16 H -6.55723 2.78233 -4.65885  0.3333
17 H -4.83352 3.55051 -4.54841  0.0043
18 H -5.36673 2.21233 -2.39078  0.3586
19 H -3.81791 1.61607 -3.28981  0.2544
20 H -6.86552 0.31166 -3.34681  0.2851
21 H -5.54613 -0.40064 -2.20638  0.3205
22 H -2.36921 -2.03558 -5.74651  0.3663
23 H -2.51070 -4.68142 -2.72176  0.3516
24 H -1.82740 -3.23761 -3.74249  0.2284
25 C 3.21664 -5.90753 -0.18596  -0.9577
26 C 2.17357 -5.87069 -1.01745  0.4236
27 C 0.77872 -6.01243 -0.51551  0.9416
28 O -0.16057 -5.95552 -1.30132  -0.6768
29 C 0.58363 -6.22333 0.92743  -0.6682
30 C 1.62704 -6.26361 1.75827  0.2072
31 C 3.01951 -6.09427 1.25977  0.9804
32 O 3.95693 -6.11765 2.05025  -0.6498
33 O 1.45106 -6.46419 3.11511  -0.6133
34 O 2.35119 -5.69813 -2.37789  -0.5841
35 H 4.23561 -5.80359 -0.53697  0.4279
36 H -0.43403 -6.34269 1.27651  0.4340
37 H 2.35450 -6.45149 3.50000  0.3643
38 H 1.44743 -5.70480 -2.76188  0.3298
39 C 1.28963 -2.95969 3.56609  -0.5729
40 C 0.98857 -2.39399 4.73659  0.3133
41 C 0.14848 -1.16655 4.80926  0.8034
42 O -0.12717 -0.68033 5.90041  -0.6589
43 C -0.31960 -0.57599 3.54564  -0.8413
44 C -0.01553 -1.13989 2.37508  0.3944
45 C 0.80121 -2.38248 2.30428  1.0377
46 O 1.04887 -2.88779 1.21456  -0.6329
47 O -0.44987 -0.58861 1.18359  -0.7200
48 O 1.44624 -2.92931 5.92658  -0.5889
49 H 1.89741 -3.85323 3.49883  0.3045
50 H -0.91433 0.32604 3.61186  0.4581
51 H -0.10193 -1.17958 0.48060  0.1647
52 H 1.09326 -2.34177 6.62977  0.3985
53 C 5.25375 -3.23119 5.64844  -0.8322
54 C 4.45027 -2.57001 6.48390  -0.1690
55 C 5.00024 -1.73023 7.58387  0.9555
56 O 4.23739 -1.11926 8.32401  -0.6358
57 C 6.46185 -1.67201 7.74166  -0.9269
58 C 7.26504 -2.33604 6.90823  0.3445
59 C 6.71569 -3.15330 5.79180  0.8010
60 O 7.47973 -3.73753 5.03083  -0.6141
61 O 8.63948 -2.28790 7.05246  -0.5650
62 O 3.07512 -2.64051 6.35700  -0.1885
63 H 4.86753 -3.84342 4.84325  0.6655
64 H 6.84772 -1.07236 8.55607  0.4172
65 H 8.99741 -2.84765 6.32922  0.3518
66 H 2.71747 -2.07597 7.07648  0.3958
67 C 1.82841 3.66298 0.23350  -0.7451
68 C 1.47881 2.51746 0.82196  0.2860
69 C 1.95673 2.17299 2.18964  0.6955
70 O 1.60333 1.12167 2.71200  -0.2449
71 C 2.85270 3.12370 2.86639  -1.0944
72 C 3.20496 4.26756 2.27635  0.4046
73 C 2.70483 4.62424 0.92034  0.9764
74 O 3.03138 5.69128 0.41147  -0.6125
75 O 4.04884 5.16431 2.90555  -0.5720
76 O 0.65750 1.60783 0.18153  -0.5954
77 H 1.48651 3.92703 -0.75933  0.4642
78 H 3.20702 2.85281 3.85270  0.4383
79 H 4.15093 5.91171 2.27669  0.3447
80 H 0.55061 0.86331 0.81284  0.3994
81 C -4.19121 8.07011 -6.92923  -0.7985
82 C -4.54081 6.92459 -6.34077  0.3318
83 C -4.06289 6.58012 -4.97308  0.8416
84 O -4.41630 5.52880 -4.45073  -0.5751
85 C -3.16693 7.53083 -4.29633  -0.8955
86 C -2.81467 8.67469 -4.88637  0.3381
87 C -3.31480 9.03137 -6.24239  0.8868
88 O -2.98824 10.09841 -6.75126  -0.6044
89 O -1.97079 9.57144 -4.25717  -0.5562
90 O -5.36212 6.01496 -6.98120  -0.5712
91 H -4.53312 8.33416 -7.92205  0.4222
92 H -2.81260 7.25994 -3.31002  0.4379
93 H -1.86869 10.31884 -4.88604  0.3487
94 H -5.46901 5.27044 -6.34989  0.2909